The following is a DFT calculation (ωB97M-V/def2-TZVPD) of 2 unconnected molecules or ions with the total composition C11H15N at a distorted geometry.

Last column: Löwdin charge in e.
Geometry (Å):
C  1.0737  -1.0936  1.8426  -0.0744
C  1.2899  0.1037  1.0360  -0.2860
C  2.5516  0.6437  0.9533  -0.0574
N  2.5573  1.6617  -0.0266  0.0570
C  1.2763  1.7930  -0.4832  -0.1860
C  0.7870  2.8715  -1.2701  -0.0148
C  -0.5749  2.7448  -1.5497  -0.0989
C  -1.4235  1.7523  -0.9912  -0.0888
C  -0.9387  0.8563  -0.0502  -0.0893
C  0.3744  0.7435  0.0981  -0.1174
H  0.7326  -2.0078  1.3618  0.0493
H  0.1213  -0.6520  2.5118  0.1446
H  1.9426  -1.4207  2.4714  0.0844
H  3.3188  0.5802  1.7759  0.1380
H  3.3836  2.2359  -0.1187  0.1479
H  1.6155  3.4742  -1.6016  0.0998
H  -1.1642  3.4836  -2.1004  0.0957
H  -2.4671  1.9657  -1.1385  0.0924
H  -1.6337  0.2136  0.4739  0.1097
C  -1.2247  -2.3101  -1.0172  -0.1479
C  -2.0439  -2.6688  0.2743  -0.1307
H  -1.5189  -2.7706  -1.9654  0.0551
H  -1.2161  -1.2819  -1.2419  0.0089
H  -0.1766  -2.7317  -1.0551  0.0798
H  -1.5160  -2.4502  1.1493  0.0109
H  -2.1837  -3.7096  0.3582  0.0437
H  -2.9427  -2.0268  0.3033  0.0745

The total energy is -482.8330 a.u. Its relative energy (zero: lowest compared OMol25 entry of this formula, charge and spin) is 215.7 kJ/mol.


The following is a DFT calculation (ωB97M-V/def2-TZVPD) of 2 unconnected molecules or ions with the total composition C11H15N at a distorted geometry.

Last column: Löwdin charge in e.
Geometry (Å):
C  1.4105  -0.9695  3.8925  -0.0441
C  1.1607  -0.2686  2.5657  -0.1978
C  1.2178  1.0848  2.4232  -0.0443
N  0.9117  1.5195  1.1004  0.0948
C  0.8241  0.4120  0.3321  -0.1992
C  0.4008  0.1926  -0.9735  -0.0425
C  0.0721  -1.0807  -1.4032  -0.0816
C  0.1815  -2.1898  -0.4976  -0.1213
C  0.4533  -1.9905  0.7676  -0.0829
C  0.7864  -0.7285  1.2369  -0.1259
H  0.5483  -1.4414  4.3664  0.0744
H  1.5183  -0.2653  4.6650  0.0520
H  2.1172  -1.7808  3.7926  0.0747
H  1.5298  1.8218  3.1318  0.1105
H  0.9001  2.4219  0.8132  0.1059
H  0.2587  0.9678  -1.6460  0.0681
H  -0.2301  -1.1740  -2.4539  0.1009
H  -0.0268  -3.1457  -1.0843  0.1239
H  0.5698  -2.7293  1.5915  0.1303
C  -3.1721  1.1071  -4.4392  -0.2412
C  -2.6650  2.0084  -3.3672  -0.1905
H  -2.4109  0.7726  -5.3685  0.1175
H  -3.5611  0.1209  -4.0987  0.0584
H  -3.8894  1.6019  -5.1313  0.0560
H  -1.7435  1.5945  -2.8851  0.0574
H  -2.4329  2.9048  -3.9285  0.0542
H  -3.5501  2.2305  -2.6897  0.0921

The total energy is -482.8431 a.u. Its relative energy (zero: lowest compared OMol25 entry of this formula, charge and spin) is 189.3 kJ/mol.


The following is a DFT calculation (ωB97M-V/def2-TZVPD) of 2 unconnected molecules or ions with the total composition C11H15N at a distorted geometry.

Last column: Löwdin charge in e.
Geometry (Å):
C  -2.1497  -1.3115  1.0665  -0.0480
C  -1.4787  -0.2222  0.2711  -0.2370
C  -2.1225  0.3671  -0.7599  -0.0566
N  -1.5361  1.6110  -1.0181  0.0755
C  -0.3954  1.6877  -0.2585  -0.2314
C  0.5501  2.6923  -0.1906  -0.0284
C  1.6097  2.5408  0.7029  -0.0938
C  1.5244  1.5856  1.7193  -0.1015
C  0.5524  0.5889  1.6907  -0.0284
C  -0.3596  0.5950  0.6397  -0.1400
H  -1.5339  -1.6640  1.8986  0.0662
H  -2.3380  -2.2262  0.5008  0.0748
H  -3.0538  -0.9357  1.5481  0.0788
H  -3.0564  0.1165  -1.2351  0.1217
H  -1.5877  2.1648  -1.8579  0.1480
H  0.4658  3.6422  -0.6886  0.1036
H  2.4661  3.1992  0.6352  0.0968
H  2.1531  1.5806  2.5944  0.0933
H  0.4969  -0.1407  2.4895  0.1059
C  1.5022  -4.4201  -1.8179  -0.1645
C  1.8885  -3.0652  -1.2172  -0.1731
H  1.0701  -5.0908  -1.0883  0.0574
H  0.9175  -4.2800  -2.7231  0.0558
H  2.4002  -4.8732  -2.2509  0.0591
H  1.8525  -3.1443  -0.1224  0.0566
H  1.1602  -2.2578  -1.3333  0.0546
H  2.8928  -2.7178  -1.4019  0.0545

The total energy is -482.8827 a.u. Its relative energy (zero: lowest compared OMol25 entry of this formula, charge and spin) is 85.2 kJ/mol.


The following is a DFT calculation (ωB97M-V/def2-TZVPD) of 2 unconnected molecules or ions with the total composition C11H15N at a distorted geometry.

Last column: Löwdin charge in e.
Geometry (Å):
C  -2.8429  -0.4255  -2.1095  -0.0501
C  -1.4195  -0.3623  -2.5576  -0.2385
C  -0.9596  -0.3695  -3.8268  -0.0673
N  0.4093  -0.3120  -3.8220  0.0671
C  0.8649  -0.2286  -2.5383  -0.2183
C  2.1815  -0.0821  -2.0892  -0.0218
C  2.3466  -0.0291  -0.7216  -0.1075
C  1.2852  -0.1748  0.1648  -0.0967
C  -0.0029  -0.2324  -0.3363  -0.0302
C  -0.2769  -0.2081  -1.7025  -0.1300
H  -2.9165  -0.9999  -1.1813  0.0773
H  -3.5449  -0.7682  -2.8618  0.0714
H  -3.2021  0.5762  -1.8538  0.0780
H  -1.5420  -0.2750  -4.7247  0.1226
H  0.9290  -0.3205  -4.6830  0.1515
H  2.9231  -0.2384  -2.8643  0.1090
H  3.3557  -0.0501  -0.3294  0.0981
H  1.4696  -0.2485  1.2213  0.0773
H  -0.8112  -0.1364  0.3782  0.1058
C  0.4850  -0.0855  4.4873  -0.1694
C  -0.0931  1.3089  4.6621  -0.1676
H  1.4045  -0.2424  5.0540  0.0639
H  -0.1939  -0.9252  4.5658  0.0618
H  0.8874  -0.1598  3.4734  0.0346
H  -0.3342  1.5298  5.6965  0.0542
H  0.6285  2.0701  4.3880  0.0618
H  -1.0306  1.3893  4.1108  0.0630

The total energy is -482.8945 a.u. Its relative energy (zero: lowest compared OMol25 entry of this formula, charge and spin) is 54.4 kJ/mol.


The following is a DFT calculation (ωB97M-V/def2-TZVPD) of 2 unconnected molecules or ions with the total composition C11H15N at a distorted geometry.

Last column: Löwdin charge in e.
Geometry (Å):
C  1.4473  0.8800  -2.9971  -0.0524
C  0.0690  1.2812  -2.5809  -0.2328
C  -0.5777  2.4562  -2.7910  -0.0644
N  -1.8238  2.4379  -2.1953  0.0703
C  -1.9466  1.2624  -1.4841  -0.2188
C  -2.9639  0.9044  -0.5966  -0.0292
C  -2.7950  -0.2790  0.0892  -0.1014
C  -1.7010  -1.1150  -0.2087  -0.1058
C  -0.6300  -0.6704  -0.9611  -0.0291
C  -0.7584  0.5355  -1.6563  -0.1406
H  2.0733  0.6845  -2.1189  0.0800
H  1.9624  1.6337  -3.5870  0.0714
H  1.3762  -0.0460  -3.5728  0.0794
H  -0.2157  3.3572  -3.2633  0.1202
H  -2.5193  3.1549  -2.2698  0.1459
H  -3.7051  1.6486  -0.3345  0.1062
H  -3.4305  -0.5055  0.9356  0.0977
H  -1.6499  -2.0580  0.3272  0.0948
H  0.2447  -1.3149  -0.9582  0.1085
C  2.0078  -1.2501  3.2536  -0.1673
C  2.3219  -2.2752  4.3596  -0.1679
H  1.3838  -1.6239  2.4477  0.0480
H  1.4659  -0.3838  3.6401  0.0595
H  2.9472  -0.9381  2.8010  0.0567
H  1.8998  -2.0869  5.3386  0.0570
H  2.1095  -3.2811  3.9774  0.0586
H  3.4081  -2.4085  4.4057  0.0555

The total energy is -482.8921 a.u. Its relative energy (zero: lowest compared OMol25 entry of this formula, charge and spin) is 60.5 kJ/mol.


The following is a DFT calculation (ωB97M-V/def2-TZVPD) of 2 unconnected molecules or ions with the total composition C11H15N at a distorted geometry.

Last column: Löwdin charge in e.
Geometry (Å):
C  -1.2057  0.6972  -1.9067  -0.0577
C  0.2251  0.8826  -1.5494  -0.2213
C  1.4190  0.8074  -2.2143  -0.0468
N  2.4435  0.6146  -1.2909  0.0637
C  1.9697  0.9040  -0.0376  -0.2194
C  2.6400  0.7351  1.1593  -0.0307
C  1.8804  0.7516  2.3281  -0.1075
C  0.5070  0.9112  2.2969  -0.1012
C  -0.1519  1.0013  1.0707  -0.0390
C  0.5383  0.9838  -0.1274  -0.1306
H  -1.5536  1.0587  -2.8856  0.0765
H  -1.9207  1.1394  -1.2191  0.0696
H  -1.4170  -0.3696  -2.0331  0.0763
H  1.5335  0.7322  -3.2811  0.1148
H  3.4306  0.5771  -1.4991  0.1502
H  3.7100  0.5725  1.2070  0.1054
H  2.4248  0.5885  3.2512  0.0977
H  -0.0529  0.9186  3.2192  0.0955
H  -1.2370  1.0628  1.0882  0.1033
C  -4.0422  -2.8879  -0.3762  -0.1621
C  -3.5557  -3.4291  1.0021  -0.1549
H  -4.2605  -3.5815  -1.1828  0.0556
H  -4.8652  -2.2104  -0.1524  0.0553
H  -3.2677  -2.2256  -0.7829  0.0431
H  -2.7716  -2.7415  1.3307  0.0560
H  -3.0997  -4.4024  0.8760  0.0540
H  -4.3458  -3.3719  1.7420  0.0542

The total energy is -482.8837 a.u. Its relative energy (zero: lowest compared OMol25 entry of this formula, charge and spin) is 82.6 kJ/mol.


The following is a DFT calculation (ωB97M-V/def2-TZVPD) of 2 unconnected molecules or ions with the total composition C11H15N at a distorted geometry.

Last column: Löwdin charge in e.
Geometry (Å):
C  -2.9908  -0.8844  1.3949  -0.0474
C  -1.8465  -0.3450  0.5915  -0.2270
C  -0.6713  -0.9668  0.3053  -0.0624
N  0.1183  -0.1444  -0.4548  0.0751
C  -0.5343  1.0456  -0.6543  -0.2183
C  -0.1615  2.1175  -1.4657  -0.0297
C  -1.0358  3.1635  -1.5802  -0.0985
C  -2.2533  3.1056  -0.8700  -0.1121
C  -2.6206  2.0677  -0.0562  -0.0260
C  -1.7686  0.9500  -0.0123  -0.1465
H  -3.6639  -1.5182  0.8114  0.0790
H  -3.5771  -0.0864  1.8573  0.0699
H  -2.6352  -1.4422  2.2556  0.0709
H  -0.3354  -1.9649  0.5518  0.1233
H  1.0462  -0.3879  -0.7485  0.1276
H  0.8329  2.1228  -1.9094  0.1097
H  -0.8702  4.1134  -2.0868  0.1019
H  -2.9658  3.9246  -0.9650  0.0979
H  -3.4729  2.0531  0.6015  0.1038
C  3.9153  -1.4361  0.0957  -0.1666
C  3.4617  -2.8482  0.4996  -0.1603
H  3.0706  -0.7514  0.0243  0.0328
H  4.4679  -0.9888  0.9127  0.0594
H  4.4793  -1.3753  -0.8329  0.0651
H  2.7751  -2.7771  1.3466  0.0624
H  2.8921  -3.2948  -0.3113  0.0554
H  4.3437  -3.4521  0.6991  0.0605

The total energy is -482.9019 a.u. Its relative energy (zero: lowest compared OMol25 entry of this formula, charge and spin) is 34.9 kJ/mol.


The following is a DFT calculation (ωB97M-V/def2-TZVPD) of 2 unconnected molecules or ions with the total composition C11H15N at a distorted geometry.

Last column: Löwdin charge in e.
Geometry (Å):
C  2.8731  0.1121  1.7558  0.0011
C  0.5782  -0.4075  -1.1502  -0.1677
C  1.3923  0.4643  -0.3775  -0.1161
C  2.0827  -0.3001  0.5642  -0.1188
C  1.6110  -1.6424  0.3840  0.0593
C  -0.1728  1.4318  -2.4226  0.0014
C  -0.1789  0.0602  -2.1910  0.0231
C  0.6280  2.3369  -1.6901  -0.0316
C  1.3827  1.8577  -0.6525  0.0400
N  0.6869  -1.6854  -0.5744  0.1512
H  -0.8374  1.8505  -3.1725  0.1270
H  -0.6615  -0.6488  -2.8456  0.1309
H  0.6652  3.3916  -1.9290  0.1222
H  1.9933  2.5096  -0.0520  0.1291
H  0.3839  -2.5158  -1.0690  0.1852
H  1.8078  -2.5432  0.9513  0.1575
H  2.9849  -0.7232  2.4321  0.0866
H  2.3262  0.9124  2.2546  0.1045
H  3.8946  0.4342  1.5605  0.1039
C  -3.1050  -0.9966  0.3857  -0.1725
C  -2.7590  -0.2187  1.6597  -0.1635
H  -4.1815  -1.1335  0.3892  0.0628
H  -2.8437  -0.4437  -0.5216  0.0505
H  -2.7078  -2.0052  0.3922  0.0534
H  -3.0204  0.8367  1.5453  0.0684
H  -1.6639  -0.2273  1.8321  0.0477
H  -3.1589  -0.7066  2.5411  0.0645

The total energy is -482.6304 a.u. Its spin multiplicity is 2. Its relative energy (zero: lowest compared OMol25 entry of this formula, charge and spin) is 15.9 kJ/mol. As for the total charge: +1.